{"formula": "C21H39BO10P2", "method": "ωB97M-V with the def2-TZVPD basis set", "spin_multiplicity": 1, "smiles": "CCCCP(CC(=O)OC(C)=O)(Cc1ccccc1)(OCC)B(O)OC.COP(=O)(OC)OC", "lumo_energy_ev": -3.10, "gap_ev": 5.21, "elements": ["C", "C", "C", "C", "P", "C", "C", "O", "O", "C", "C", "O", "C", "C", "C", "C", "C", "C", "C", "O", "C", "C", "B", "O", "O", "C", "H", "H", "H", "H", "H", "H", "H", "H", "H", "H", "H", "H", "H", "H", "H", "H", "H", "H", "H", "H", "H", "H", "H", "H", "H", "H", "H", "H", "H", "H", "C", "O", "P", "O", "O", "C", "O", "C", "H", "H", "H", "H", "H", "H", "H", "H", "H"], "positions_angstrom": [[0.252, -1.670, 1.701], [-0.938, -0.618, 1.416], [-1.127, -0.487, -0.175], [-1.663, 0.987, -0.643], [-0.249, 2.101, -1.217], [-0.317, 1.205, -2.916], [-1.363, 1.784, -3.968], [-0.913, 2.157, -5.092], [-2.787, 1.888, -3.792], [-3.291, 0.565, -4.108], [-4.666, 0.104, -3.392], [-2.702, -0.242, -4.861], [1.512, 1.336, -1.010], [2.688, 2.381, -1.229], [2.915, 3.695, -0.454], [4.142, 4.625, -0.744], [5.196, 4.269, -1.841], [4.960, 2.939, -2.633], [3.741, 2.019, -2.343], [-0.003, 2.835, 0.331], [-1.022, 3.779, 0.713], [-1.192, 3.618, 2.333], [-0.394, 3.761, -2.164], [0.756, 4.364, -2.837], [-1.631, 4.518, -2.327], [-1.358, 5.947, -2.382], [-0.100, -2.740, 1.445], [1.166, -1.426, 1.055], [0.527, -1.636, 2.813], [-0.772, 0.412, 1.874], [-1.925, -1.044, 1.837], [-1.972, -1.226, -0.461], [-0.216, -0.830, -0.787], [-2.287, 1.375, 0.227], [-2.412, 0.761, -1.495], [0.729, 1.275, -3.406], [-0.524, 0.067, -2.843], [-5.583, 0.329, -4.042], [-4.639, -1.001, -3.081], [-4.740, 0.700, -2.410], [1.559, 1.019, 0.104], [1.637, 0.369, -1.607], [2.210, 4.001, 0.382], [4.310, 5.582, -0.154], [6.106, 4.915, -2.053], [5.741, 2.661, -3.431], [3.634, 1.054, -2.960], [-2.068, 3.563, 0.292], [-0.714, 4.887, 0.576], [-1.012, 2.536, 2.647], [-2.185, 4.054, 2.702], [-0.331, 4.242, 2.784], [1.025, 3.763, -3.569], [-1.149, 6.264, -3.464], [-2.338, 6.484, -2.083], [-0.569, 6.297, -1.635], [2.766, -6.111, 4.085], [2.215, -6.786, 2.964], [0.532, -6.626, 2.647], [0.639, -5.113, 2.472], [0.209, -7.002, 4.223], [0.314, -8.359, 4.625], [-1.147, -6.596, 2.283], [-2.058, -6.097, 3.246], [3.743, -5.717, 3.799], [2.142, -5.288, 4.433], [2.906, -6.828, 4.900], [0.901, -8.401, 5.546], [0.802, -8.974, 3.866], [-0.683, -8.756, 4.831], [-1.659, -5.216, 3.755], [-2.294, -6.877, 3.973], [-2.979, -5.823, 2.731]], "forces_ev_per_a": [[-0.67, 0.15, 0.28], [0.25, -0.69, -0.78], [-1.01, -0.07, -0.18], [-1.22, -1.42, 0.30], [0.73, -2.22, 0.41], [-0.70, -1.09, -2.03], [3.07, 1.10, -4.90], [-1.96, -0.97, 4.65], [0.73, -3.33, 0.20], [0.07, -2.78, -1.44], [0.58, 1.20, 0.88], [-1.68, 3.35, 2.82], [0.72, 0.39, 1.77], [3.23, 1.49, -1.60], [2.44, -0.65, -2.07], [0.07, -3.06, -2.24], [-3.79, -2.92, 0.93], [-1.83, 1.15, 2.37], [0.68, 3.02, 1.64], [-1.14, 1.15, -0.22], [-0.82, 0.11, 2.74], [1.01, 0.81, -0.54], [-0.62, 3.49, -2.21], [-1.96, -1.96, 0.61], [2.98, -0.91, 1.41], [-1.33, 1.37, -0.47], [0.65, 1.73, 0.43], [-1.23, -0.28, 1.02], [-0.23, -0.18, -1.64], [0.04, -1.43, -0.57], [1.55, 0.78, -0.49], [1.41, 1.13, 0.32], [-1.19, 0.63, 1.13], [0.97, -0.22, -1.08], [1.36, 0.80, 1.22], [-1.92, 0.14, 0.36], [0.20, 1.77, 0.08], [1.50, -0.33, 0.87], [0.23, 1.68, -0.97], [-0.13, -0.74, -1.56], [-0.15, 0.53, -1.71], [-0.03, 1.65, 0.55], [0.97, -0.56, -1.34], [-0.48, -1.51, -0.78], [-1.47, -0.95, 0.36], [-1.53, 0.32, 1.37], [0.11, 1.68, 1.16], [1.71, 0.39, 0.00], [-0.48, -1.81, -0.38], [-0.57, 1.47, -0.48], [1.42, -0.79, -0.52], [-1.40, -1.03, -0.43], [0.16, 0.50, 0.74], [0.10, -0.43, 1.71], [1.48, -0.99, -0.42], [-0.83, -0.64, -1.26], [-0.26, -0.12, 0.83], [-0.47, -2.24, -2.81], [-0.70, 6.87, 5.52], [0.11, -1.18, -1.10], [-0.04, -0.46, -0.46], [0.01, -0.17, 0.34], [1.22, -1.88, -2.36], [-0.01, -0.46, 0.80], [-0.10, -0.15, -0.28], [-0.02, -0.08, -0.15], [0.00, 0.13, 0.01], [-0.03, -0.04, -0.12], [0.03, -0.08, 0.11], [0.04, -0.05, -0.07], [0.12, -0.12, -0.07], [-0.07, 0.20, 0.12], [0.17, -0.15, -0.32]]}

=====

{"formula": "C21H39Br2ClN3O3S4", "method": "ωB97M-V with the def2-TZVPD basis set", "spin_multiplicity": 1, "charge": 1, "lumo_energy_ev": -2.20, "gap_ev": 8.63, "elements": ["C", "N", "C", "N", "C", "C", "C", "C", "C", "C", "C", "C", "C", "S", "C", "Cl", "O", "C", "N", "S", "C", "C", "Br", "C", "C", "Br", "H", "H", "H", "H", "H", "H", "H", "H", "H", "H", "H", "H", "H", "H", "H", "H", "H", "H", "H", "H", "H", "H", "H", "H", "H", "H", "H", "C", "S", "O", "C", "H", "H", "H", "H", "H", "H", "C", "S", "O", "C", "H", "H", "H", "H", "H", "H"], "positions_angstrom": [[-2.644, -1.542, -1.837], [-1.466, -0.648, -1.818], [-0.627, -0.764, -0.676], [-0.129, 0.625, -0.116], [0.821, 1.149, -1.210], [0.399, 2.294, -2.107], [0.981, 3.540, -1.928], [0.669, 4.574, -2.777], [-0.230, 4.377, -3.812], [-0.805, 3.133, -4.031], [-1.771, 2.906, -5.160], [-0.470, 2.101, -3.175], [-1.344, 1.506, 0.090], [-1.003, 3.161, 0.719], [-2.348, 0.722, 0.927], [-3.642, 1.737, 1.577], [-1.794, -0.059, 1.936], [-0.461, 0.073, 2.393], [-0.242, -1.209, 3.040], [-0.281, 1.501, 3.533], [0.567, 0.188, 1.201], [1.993, 0.711, 1.489], [2.311, 2.614, 1.688], [2.634, -0.130, 2.616], [3.487, 0.575, 3.650], [3.702, -1.499, 1.709], [-3.520, -1.047, -1.423], [-2.859, -1.809, -2.867], [-2.474, -2.469, -1.286], [-0.923, -0.823, -2.650], [0.297, -1.310, -0.869], [-1.125, -1.277, 0.137], [1.026, 0.289, -1.844], [1.757, 1.438, -0.760], [1.680, 3.698, -1.120], [1.131, 5.539, -2.628], [-0.475, 5.202, -4.469], [-1.604, 3.621, -5.961], [-2.797, 3.029, -4.814], [-1.673, 1.898, -5.560], [-0.909, 1.132, -3.363], [-1.816, 1.627, -0.879], [-1.312, 3.767, -0.427], [-2.883, 0.056, 0.261], [0.122, -1.106, 3.979], [-1.140, -1.672, 3.124], [-0.827, 0.853, 4.566], [0.814, -0.860, 1.019], [2.562, 0.456, 0.605], [1.893, -0.718, 3.133], [3.843, -0.177, 4.353], [2.892, 1.296, 4.208], [4.361, 1.045, 3.206], [-4.734, -1.394, 2.924], [-5.936, -2.673, 3.310], [-5.870, -3.634, 2.181], [-7.390, -1.654, 3.048], [-3.749, -1.853, 2.976], [-4.920, -1.020, 1.917], [-4.801, -0.583, 3.649], [-7.376, -1.259, 2.032], [-7.406, -0.847, 3.780], [-8.260, -2.291, 3.185], [6.878, -2.382, -0.968], [5.583, -3.476, -1.564], [4.915, -4.037, -0.360], [6.684, -4.743, -2.196], [6.395, -1.535, -0.484], [7.497, -2.917, -0.248], [7.475, -2.033, -1.810], [7.314, -5.108, -1.386], [7.288, -4.327, -3.002], [6.066, -5.552, -2.580]], "forces_ev_per_a": [[0.07, 0.09, 0.12], [0.16, -0.35, 0.13], [-0.12, -0.23, -0.22], [-0.15, -0.70, -0.19], [0.27, 0.28, -0.53], [-0.26, -0.31, 0.15], [0.22, -0.25, 0.27], [-0.06, 0.35, -0.20], [0.00, 0.21, -0.09], [-0.11, 0.21, -0.20], [0.03, 0.07, 0.09], [0.01, -0.24, 0.15], [-0.04, 0.49, 0.26], [0.21, 0.03, 0.14], [-0.17, -0.11, 0.17], [-0.14, 0.21, 0.06], [0.02, -0.40, -0.22], [0.03, 0.31, 0.10], [-0.12, 0.14, 0.24], [0.26, -0.04, -0.03], [0.07, 0.07, -0.03], [-0.18, -0.05, -0.15], [-0.11, 0.12, -0.05], [0.26, -0.04, 0.16], [0.09, -0.29, 0.03], [0.01, -0.29, -0.05], [-0.05, 0.02, -0.01], [-0.07, 0.06, -0.04], [0.02, -0.04, 0.01], [0.01, 0.09, -0.07], [0.09, 0.14, 0.03], [-0.16, 0.09, 0.13], [0.07, -0.01, 0.11], [0.00, 0.06, 0.28], [0.06, -0.01, 0.11], [-0.01, 0.07, -0.05], [0.00, 0.01, -0.04], [-0.01, -0.01, -0.08], [-0.06, 0.00, -0.01], [-0.01, -0.04, -0.07], [0.01, -0.01, 0.07], [0.22, -0.07, -0.16], [0.03, 0.09, -0.15], [0.03, -0.25, 0.04], [0.06, 0.02, -0.01], [0.00, -0.08, -0.08], [-0.26, -0.01, 0.05], [-0.12, -0.03, -0.04], [0.06, 0.21, -0.07], [-0.08, 0.00, -0.06], [0.02, 0.00, 0.01], [0.02, 0.13, -0.08], [-0.05, 0.18, -0.01], [0.01, 0.10, 0.10], [0.02, -0.04, -0.01], [0.01, -0.03, -0.07], [-0.03, 0.05, 0.00], [0.00, -0.03, 0.00], [-0.04, -0.03, -0.01], [0.02, 0.01, 0.00], [0.01, -0.02, -0.01], [-0.01, -0.01, 0.01], [0.00, -0.02, 0.00], [0.05, 0.03, -0.01], [0.05, 0.08, -0.06], [-0.08, 0.05, 0.10], [0.02, -0.06, -0.01], [-0.02, 0.00, 0.00], [-0.02, -0.02, 0.01], [0.00, 0.01, 0.00], [-0.01, 0.01, 0.02], [-0.01, 0.00, -0.01], [-0.01, 0.00, 0.00]]}

=====

{"formula": "C21H39BrN3O6P", "method": "ωB97M-V with the def2-TZVPD basis set", "spin_multiplicity": 1, "smiles": "N[C@](Br)(OC(=O)c1ccccc1)OC(=O)P(O)O.CCN(CC)CC.CCN(CC)CC", "lumo_energy_ev": -0.77, "gap_ev": 7.26, "elements": ["N", "C", "Br", "O", "C", "O", "C", "C", "C", "C", "C", "C", "O", "C", "O", "P", "O", "O", "H", "H", "H", "H", "H", "H", "H", "H", "H", "C", "C", "N", "C", "C", "C", "C", "H", "H", "H", "H", "H", "H", "H", "H", "H", "H", "H", "H", "H", "H", "H", "C", "C", "N", "C", "C", "C", "C", "H", "H", "H", "H", "H", "H", "H", "H", "H", "H", "H", "H", "H", "H", "H"], "positions_angstrom": [[-0.284, 2.975, 1.713], [-1.173, 2.885, 2.884], [-3.022, 2.528, 2.149], [-1.287, 4.178, 3.539], [-0.365, 4.283, 4.631], [-0.684, 3.965, 5.806], [1.089, 4.879, 4.298], [1.100, 6.184, 3.427], [2.495, 6.776, 3.039], [3.848, 6.127, 3.479], [3.759, 4.865, 4.372], [2.402, 4.229, 4.791], [-0.877, 1.810, 3.800], [-0.264, 0.694, 3.151], [0.937, 0.438, 3.479], [-1.088, -0.476, 1.891], [-1.096, -2.099, 2.449], [-0.217, -0.466, 0.393], [0.715, 2.939, 1.958], [-0.538, 2.320, 0.963], [0.169, 6.719, 3.056], [2.531, 7.714, 2.370], [4.848, 6.570, 3.153], [4.727, 4.361, 4.717], [2.343, 3.293, 5.443], [-0.200, -2.224, 2.867], [-0.706, 0.097, -0.260], [-0.917, -4.065, -0.471], [-1.981, -5.117, -0.181], [-1.669, -6.435, -0.726], [-2.806, -7.353, -0.698], [-3.349, -7.767, 0.669], [-0.391, -7.012, -0.326], [-0.133, -7.203, 1.168], [-0.717, -3.990, -1.543], [-1.261, -3.086, -0.127], [0.022, -4.279, 0.046], [-2.913, -4.761, -0.631], [-2.148, -5.156, 0.903], [-2.554, -8.256, -1.266], [-3.626, -6.891, -1.261], [-2.695, -8.485, 1.163], [-4.318, -8.259, 0.541], [-3.503, -6.913, 1.333], [0.410, -6.382, -0.729], [-0.252, -7.974, -0.832], [-0.423, -6.331, 1.760], [0.936, -7.365, 1.337], [-0.651, -8.079, 1.561], [-1.489, 2.874, -5.012], [-0.446, 3.267, -3.973], [0.236, 2.129, -3.363], [1.014, 2.490, -2.181], [2.207, 3.425, -2.376], [0.889, 1.202, -4.282], [1.957, 1.763, -5.219], [-2.221, 2.177, -4.593], [-2.029, 3.763, -5.349], [-1.036, 2.415, -5.894], [-0.970, 3.825, -3.189], [0.264, 3.964, -4.436], [1.360, 1.577, -1.683], [0.333, 2.959, -1.460], [3.052, 2.910, -2.834], [2.549, 3.786, -1.401], [1.957, 4.301, -2.978], [0.116, 0.727, -4.895], [1.323, 0.371, -3.712], [1.653, 2.700, -5.690], [2.150, 1.047, -6.024], [2.906, 1.922, -4.705]], "forces_ev_per_a": [[-0.59, -0.35, 1.18], [-0.58, 0.40, -1.59], [0.78, 0.45, 0.31], [1.69, -2.25, 0.99], [0.80, -0.50, 4.23], [1.11, 1.31, -5.25], [1.49, 1.63, -1.41], [4.35, -1.67, 0.91], [-0.13, -2.37, 1.47], [-4.17, -1.70, 1.27], [-2.39, 1.19, -1.06], [-0.22, 3.07, -2.13], [0.45, -0.07, -1.74], [6.48, -0.74, 2.20], [-4.79, 1.04, -0.99], [-4.25, -0.83, -2.62], [3.05, 2.98, 0.24], [0.06, 0.47, 1.88], [-0.62, -0.01, -0.08], [0.21, 0.43, 0.61], [1.31, -1.06, 0.66], [-0.12, -1.69, 1.27], [-1.69, -0.77, 0.59], [-1.67, 0.83, -0.54], [0.17, 1.55, -1.12], [-0.99, -0.58, -0.33], [0.28, -0.76, 0.97], [0.04, 0.00, -0.02], [0.23, 0.00, 0.01], [-0.19, -0.25, -0.24], [-0.07, 0.14, -0.14], [-0.16, -0.23, 0.10], [0.21, 0.24, -0.13], [0.17, -0.16, 0.20], [0.01, -0.10, 0.08], [0.03, -0.13, 0.01], [-0.03, 0.04, -0.05], [-0.04, -0.28, 0.01], [-0.06, 0.11, 0.07], [0.18, 0.11, 0.06], [0.12, 0.14, 0.04], [-0.02, 0.10, 0.05], [0.06, 0.05, 0.01], [0.05, -0.05, -0.05], [-0.14, 0.08, 0.02], [-0.27, 0.09, -0.01], [-0.03, -0.03, -0.06], [-0.06, 0.01, -0.02], [-0.03, 0.12, 0.06], [0.02, -0.07, -0.06], [-0.02, -0.12, -0.15], [-0.02, -0.15, 0.43], [-0.18, 0.02, 0.07], [0.25, 0.06, 0.18], [-0.24, -0.15, -0.21], [0.24, -0.07, -0.16], [0.11, 0.01, -0.02], [0.08, -0.05, 0.04], [-0.05, 0.00, 0.05], [0.22, -0.10, 0.14], [-0.02, 0.12, -0.03], [-0.02, -0.07, -0.21], [-0.11, 0.07, -0.16], [-0.06, 0.08, -0.05], [-0.04, -0.01, -0.07], [0.00, -0.09, 0.02], [-0.04, 0.15, 0.07], [-0.07, 0.22, 0.16], [-0.01, -0.03, 0.07], [-0.03, 0.04, 0.06], [-0.06, 0.11, -0.06]]}

=====

no.,E_HOMO (Ha)
1,-0.306
2,-0.398
3,-0.295